1.
Entry from the Open Molecules 2025 dataset: a 2-piece molecular cluster, C2H3I2NO overall in a non-equilibrium geometry (ωB97M-V/def2-TZVPD).

Each line ends with the Mulliken charge.
CARTESIAN COORDINATES (ANGSTROEM)
1 C -0.51062 -1.88584 -1.83361  -0.32
2 C 1.33842 0.27175 0.39741  -0.50
3 N -0.10500 -1.00204 -1.18638  0.19
4 O 0.21268 0.07249 -0.46288  -0.10
5 I -2.79393 -0.68890 0.91183  -0.02
6 I -2.80160 1.93732 0.46268  -0.02
7 H 1.80610 1.14523 -0.11638  0.25
8 H 1.99221 -0.57118 0.51974  0.30
9 H 0.86175 0.72118 1.30759  0.22

LUMO energy ... -1.676 eV
Kohn-Sham gap ... 7.66 eV


2.
Entry from the Open Molecules 2025 dataset: a 2-piece molecular cluster, C2H3I2NO2 overall in a non-equilibrium geometry (ωB97M-V/def2-TZVPD).

Each line ends with the Mulliken charge.
CARTESIAN COORDINATES (ANGSTROEM)
1 C -0.49183 -0.79215 -0.47338  -0.62
2 C 0.57102 -1.55770 -0.23773  0.01
3 I 0.64486 -3.62662 -0.60675  0.17
4 N 1.65079 -1.03630 0.52240  0.90
5 O 2.52796 -1.83318 0.82330  -0.56
6 O 1.61146 0.12306 0.87568  -0.51
7 H -1.34901 -1.05062 -1.09288  0.27
8 H -0.63692 0.25661 -0.32208  0.33
9 I 1.65633 1.71613 -2.07198  -0.08
10 H 0.29175 2.51774 -2.30592  0.09

LUMO energy ... -0.914 eV
SMILES ... C=C(I)[N+](=O)[O-].I
Kohn-Sham gap ... 8.86 eV


3.
Entry from the Open Molecules 2025 dataset: one molecule with the formula C2H3I2NO2 in a non-equilibrium geometry (ωB97M-V/def2-TZVPD).

Each line ends with the Mulliken charge.
CARTESIAN COORDINATES (ANGSTROEM)
1 C -0.06685 -1.26654 0.16581  0.55
2 C -1.49465 0.60118 0.17084  -0.62
3 N 2.83652 0.26746 -0.99895  -0.55
4 O -0.76144 -2.21590 0.26853  -0.36
5 O -0.17524 0.02233 0.20915  -0.18
6 I 2.75876 1.99114 -0.03674  0.05
7 I 2.35905 -1.38218 -0.00700  0.31
8 H -1.34030 1.64712 0.16496  0.24
9 H -2.14573 0.00878 0.90354  0.28
10 H -1.97011 0.32662 -0.84014  0.28

LUMO energy (alpha / beta) ... -0.634 / -0.634 eV
Kohn-Sham gap (alpha / beta) ... 7.07 / 7.08 eV


4.
Entry from the Open Molecules 2025 dataset: C2H3I3O2 as an isolated structure in a non-equilibrium geometry (ωB97M-V/def2-TZVPD).

Each line ends with the Mulliken charge.
CARTESIAN COORDINATES (ANGSTROEM)
1 C -0.34217 0.57058 0.41780  -0.37
2 C 0.62807 -0.22522 -0.45645  -0.36
3 O -1.35157 1.31110 -0.32026  -0.44
4 O 1.53750 -1.21823 0.31527  -0.36
5 I -1.19423 -0.80989 1.79001  0.13
6 I 2.18467 1.02969 -1.40443  0.13
7 I -0.34888 -1.36277 -1.95635  0.21
8 H 0.14953 1.43003 0.81614  0.45
9 H -2.20164 0.97207 -0.20978  0.34
10 H 0.93872 -1.69736 1.00805  0.26

LUMO energy ... -0.563 eV
Kohn-Sham gap ... 8.75 eV


5.
Entry from the Open Molecules 2025 dataset: a 2-piece molecular cluster, C2H3IN2 overall in a non-equilibrium geometry (ωB97M-V/def2-TZVPD).

Each line ends with the Mulliken charge.
CARTESIAN COORDINATES (ANGSTROEM)
1 C -0.51296 2.12267 -0.13911  0.22
2 C -1.20648 1.17069 -0.05007  -0.75
3 N 0.97725 -1.48577 0.15742  0.07
4 N 1.60087 -0.49083 0.36691  -0.48
5 I -2.32141 -0.45405 -0.37500  0.21
6 H 0.23100 2.93708 -0.12955  0.35
7 H 0.21217 -1.55811 -0.60065  0.17
8 H 1.01956 -2.24169 0.77005  0.21

LUMO energy ... 0.173 eV
Kohn-Sham gap ... 8.04 eV


6.
Entry from the Open Molecules 2025 dataset: a 2-piece molecular cluster, C2H3IN2O overall in a non-equilibrium geometry (ωB97M-V/def2-TZVPD).

Each line ends with the Mulliken charge.
CARTESIAN COORDINATES (ANGSTROEM)
1 N 1.86645 2.26094 -1.03208  -0.27
2 C 1.39688 1.37340 -0.55066  0.10
3 C 0.61495 0.29432 0.09936  0.56
4 N 1.35943 -0.71712 0.57757  -0.39
5 O -0.59974 0.25360 -0.06868  -0.45
6 H 2.34804 -0.68949 0.35953  0.24
7 H 0.99417 -1.62913 0.74197  0.25
8 I -3.64987 -1.13376 -0.49730  -0.12
9 H -4.33031 -0.01276 0.37028  0.09

LUMO energy ... 0.286 eV
SMILES ... N#CC(N)=O.I
Kohn-Sham gap ... 9.94 eV


7.
Entry from the Open Molecules 2025 dataset: a 2-piece molecular cluster, C2H3IN2O overall in a non-equilibrium geometry (ωB97M-V/def2-TZVPD).

Each line ends with the Mulliken charge.
CARTESIAN COORDINATES (ANGSTROEM)
1 C 0.57533 -0.34843 -0.09055  0.10
2 N -0.34921 0.52937 -0.06617  -0.05
3 N -0.76876 0.61859 1.18724  -0.46
4 C -0.09933 -0.17064 1.94065  0.07
5 O 0.92715 -0.82515 1.15185  -0.31
6 H 1.02381 -0.84231 -1.00003  0.28
7 H 0.10559 -0.21221 2.99161  0.34
8 I -0.61918 0.32511 -3.75025  -0.11
9 H -0.79541 0.92567 -2.36434  0.14

LUMO energy ... 0.717 eV
SMILES ... c1nnco1.I
Kohn-Sham gap ... 10.64 eV


8.
Entry from the Open Molecules 2025 dataset: an isolated ion of composition C2H3IN3O3 and charge -1 in a non-equilibrium geometry (ωB97M-V/def2-TZVPD).

Each line ends with the Mulliken charge.
CARTESIAN COORDINATES (ANGSTROEM)
1 N 0.59509 -0.12953 0.02053  -0.47
2 C -0.49204 0.31377 0.78777  0.64
3 O -0.64812 0.28167 1.97959  -0.59
4 N -1.26998 0.93100 -0.15260  -0.25
5 N -2.67964 0.55228 0.23097  -0.41
6 I -4.16975 2.03821 0.22130  0.03
7 C -3.10011 -0.60512 -0.50171  0.74
8 O -2.16715 -1.37593 -0.77182  -0.71
9 O -4.25972 -0.56921 -0.91170  -0.73
10 H 0.42502 -0.36128 -1.01924  0.24
11 H 1.29736 -0.60397 0.58989  0.22
12 H -1.07411 0.61982 -1.07158  0.28

LUMO energy ... 2.912 eV
Total charge ... -1
SMILES ... NC(=O)NN(I)C(=O)[O-]
Kohn-Sham gap ... 7.51 eV


9.
Entry from the Open Molecules 2025 dataset: a 2-piece molecular cluster, C2H3INO2 overall in a non-equilibrium geometry (ωB97M-V/def2-TZVPD).

Each line ends with the Mulliken charge.
CARTESIAN COORDINATES (ANGSTROEM)
1 C -0.89410 1.05139 -1.80498  0.63
2 C 0.35440 -0.75878 0.63284  -0.70
3 N -0.72726 1.09867 -0.50961  -0.32
4 O -1.31086 2.24681 -2.13893  -0.69
5 O -0.78092 0.11836 -2.58649  -0.69
6 I 0.17461 -0.42219 2.68296  -0.07
7 H -0.04599 -1.73558 0.20657  0.30
8 H 1.24616 -0.37799 0.34881  0.29
9 H 0.01488 1.78192 -0.17962  0.25

LUMO energy ... 2.732 eV
Total charge ... -1
Kohn-Sham gap ... 6.27 eV


10.
Entry from the Open Molecules 2025 dataset: a 2-piece molecular cluster, C2H3IO overall in a non-equilibrium geometry (ωB97M-V/def2-TZVPD).

Each line ends with the Mulliken charge.
CARTESIAN COORDINATES (ANGSTROEM)
1 C 0.66766 -0.05198 0.66911  -0.30
2 C -0.44702 -0.28209 -0.36933  0.07
3 O 0.71446 -0.92477 -0.55294  -0.26
4 I -2.34752 -1.06340 0.05193  0.07
5 H 1.31241 0.85404 0.75562  0.19
6 H 0.70873 -0.54563 1.71397  0.21
7 H -0.60871 2.01383 -2.26836  0.02

LUMO energy (alpha / beta) ... -0.827 / 0.024 eV
Kohn-Sham gap (alpha / beta) ... 9.01 / 8.47 eV


11.
Entry from the Open Molecules 2025 dataset: one molecule with the formula C2H3IO in a non-equilibrium geometry (ωB97M-V/def2-TZVPD).

Each line ends with the Mulliken charge.
CARTESIAN COORDINATES (ANGSTROEM)
1 C -0.26866 -0.92810 0.02824  -0.63
2 C -0.08303 0.15523 -0.66948  0.23
3 O 0.31936 1.60821 -0.04870  -0.52
4 I 0.92243 1.62501 1.80648  0.20
5 H -0.55997 -1.82690 -0.49237  0.22
6 H -0.15100 -0.98618 1.09400  0.16
7 H -0.17913 0.35274 -1.71817  0.34

LUMO energy ... -0.410 eV
SMILES ... C=COI
Kohn-Sham gap ... 8.79 eV


12.
Entry from the Open Molecules 2025 dataset: a 2-piece molecular cluster, C2H3IO2 overall in a non-equilibrium geometry (ωB97M-V/def2-TZVPD).

Each line ends with the Mulliken charge.
CARTESIAN COORDINATES (ANGSTROEM)
1 O 0.84143 -1.11018 -0.69566  -0.28
2 C 1.35002 -0.72343 -1.86271  0.03
3 O 1.05721 0.57191 -1.62857  -0.28
4 C 0.57574 0.17997 -0.39958  -0.07
5 H 2.11344 -0.96207 -2.46952  0.35
6 H -0.35667 0.34125 -0.03903  0.24
7 I -2.50461 1.43731 3.07235  -0.10
8 H -3.07656 0.26525 4.02271  0.10

LUMO energy ... 0.551 eV
SMILES ... O1[C@H]2O[C@H]12.I
Kohn-Sham gap ... 8.68 eV


13.
Entry from the Open Molecules 2025 dataset: a 2-piece molecular cluster, C2H3IOS overall in a non-equilibrium geometry (ωB97M-V/def2-TZVPD).

Each line ends with the Mulliken charge.
CARTESIAN COORDINATES (ANGSTROEM)
1 O -0.65273 -1.00446 0.75065  -0.42
2 C 0.34058 -0.21466 0.29246  0.63
3 C 1.28972 0.33806 1.02457  -0.19
4 S 2.29653 0.68038 2.23538  -0.26
5 H -0.45891 -1.20707 1.69164  0.30
6 H 0.17382 0.16947 -0.67703  -0.09
7 I -2.30551 0.61911 -2.60004  -0.06
8 H -0.68349 0.61918 -2.71764  0.08

LUMO energy ... -0.859 eV
SMILES ... OC=C=S.I
Kohn-Sham gap ... 7.36 eV


14.
Entry from the Open Molecules 2025 dataset: C2H3KO2 as an isolated structure (ωB97M-V/def2-TZVPD).

Each line ends with the Mulliken charge.
CARTESIAN COORDINATES (ANGSTROEM)
1 O -0.53363 -0.91109 0.31646  -0.66
2 C -0.83116 0.29698 -0.37022  -0.36
3 C 0.38262 0.46769 0.43858  0.24
4 O 1.57162 0.24310 -0.00111  -0.93
5 K 1.62018 -2.13762 -0.32631  0.98
6 H -1.75044 0.78700 -0.02105  0.22
7 H -0.70606 0.31339 -1.46207  0.18
8 H 0.24687 0.94055 1.42572  0.33

LUMO energy ... -0.481 eV
Kohn-Sham gap ... 7.05 eV


15.
Entry from the Open Molecules 2025 dataset: C2H3LuO2P as an isolated structure in a non-equilibrium geometry (ωB97M-V/def2-TZVPD).

Each line ends with the Mulliken charge.
CARTESIAN COORDINATES (ANGSTROEM)
1 O -0.22824 0.00191 3.14027  0.01
2 C -0.95733 -0.57470 2.41609  0.42
3 H -1.76240 -1.65865 1.82541  0.37
4 P -0.01621 -1.62367 1.39710  0.01
5 C -0.08080 2.03407 -3.57144  0.11
6 O -0.50783 1.34130 -2.66290  -0.47
7 Lu 0.07152 0.06289 -0.92646  1.90
8 H 0.28439 3.05398 -3.36994  0.32
9 H 0.18234 1.58019 -4.54062  0.33

LUMO energy (alpha / beta) ... -15.999 / -16.035 eV
Total charge ... +3
Kohn-Sham gap (alpha / beta) ... 6.60 / 6.41 eV


16.
Entry from the Open Molecules 2025 dataset: C2H3MnO as an isolated structure in a non-equilibrium geometry (ωB97M-V/def2-TZVPD).

Each line ends with the Mulliken charge.
CARTESIAN COORDINATES (ANGSTROEM)
1 O 0.95619 0.11599 0.23877  -0.17
2 C 0.70984 0.12171 -1.11024  -0.07
3 Mn 0.48740 -2.07297 -0.58030  0.63
4 H 1.22125 0.94631 0.67326  0.43
5 C -0.80149 0.02373 0.10714  -0.41
6 H -1.56653 0.54788 -0.47486  0.28
7 H -1.00667 0.31736 1.14623  0.32

LUMO energy (alpha / beta) ... -6.096 / -5.838 eV
Total charge ... +1
Spin multiplicity ... 6
Kohn-Sham gap (alpha / beta) ... 6.02 / 7.83 eV


17.
Entry from the Open Molecules 2025 dataset: one molecule with the formula C2H3N in a non-equilibrium geometry (ωB97M-V/def2-TZVPD).

Each line ends with the Mulliken charge.
CARTESIAN COORDINATES (ANGSTROEM)
1 C 0.32233 -0.22130 -0.39532  -0.71
2 C -0.71079 0.54699 0.41439  0.32
3 N -1.36532 0.96742 1.39193  -0.41
4 H 1.19094 0.31303 -0.71915  0.30
5 H 0.79623 -0.97415 0.35294  0.24
6 H -0.23341 -0.63199 -1.04479  0.27

LUMO energy ... 0.631 eV
SMILES ... CC#N
Kohn-Sham gap ... 11.91 eV


18.
Entry from the Open Molecules 2025 dataset: one molecule with the formula C2H3N in a non-equilibrium geometry (ωB97M-V/def2-TZVPD).

Each line ends with the Mulliken charge.
CARTESIAN COORDINATES (ANGSTROEM)
1 C 0.38235 0.18368 -0.30437  -0.71
2 C -0.80553 -0.29380 0.39239  0.30
3 N -1.68862 -0.81491 0.97004  -0.38
4 H 0.68209 1.11098 0.18384  0.26
5 H 0.30192 0.28675 -1.38651  0.28
6 H 1.12779 -0.47269 0.14462  0.25

LUMO energy ... 0.771 eV
SMILES ... CC#N
Kohn-Sham gap ... 12.28 eV


19.
Entry from the Open Molecules 2025 dataset: an isolated ion of composition C2H3N2O and charge +1 in a non-equilibrium geometry (ωB97M-V/def2-TZVPD).

Each line ends with the Mulliken charge.
CARTESIAN COORDINATES (ANGSTROEM)
1 C 2.19650 -0.09718 0.04896  0.49
2 C -1.29694 0.04572 -0.02141  -0.55
3 N 0.96709 -0.02492 -0.04398  0.20
4 N -0.05069 0.65346 0.13004  -0.04
5 O 3.21103 -0.53612 -0.14520  -0.07
6 H -1.49981 -1.12614 -0.00911  0.35
7 H -1.65541 0.65485 -0.79732  0.32
8 H -1.87177 0.43032 0.83802  0.31

LUMO energy (alpha / beta) ... -5.280 / -9.322 eV
Total charge ... +1
Spin multiplicity ... 3
Kohn-Sham gap (alpha / beta) ... 10.24 / 9.30 eV


20.
Entry from the Open Molecules 2025 dataset: C2H3N2O2 as an isolated structure in a non-equilibrium geometry (ωB97M-V/def2-TZVPD).

Each line ends with the Mulliken charge.
CARTESIAN COORDINATES (ANGSTROEM)
1 C -0.49245 0.71423 -0.16694  -0.65
2 C 0.49114 -0.18684 0.06864  -0.20
3 N 2.22873 0.61014 -0.23573  -0.54
4 N 3.23479 -0.11781 0.12713  1.00
5 O 4.25192 0.51325 -0.25031  -0.72
6 O 3.31558 -1.25850 0.62941  -0.69
7 H -1.48888 0.54485 0.02656  0.31
8 H -0.26844 1.69944 -0.56320  0.24
9 H 0.28258 -1.27716 0.30384  0.26

LUMO energy ... 4.222 eV
Total charge ... -1
Kohn-Sham gap ... 8.11 eV


In order of appearance, energy above the lowest of the compared OMol25 structures with the same formula, charge and spin = 3.939 3.471 3.838 1.059 3.687 0.446 1.442 0.000 4.478 6.196 2.287 5.043 2.306 0.000 1.974 5.763 1.395 0.289 0.348 5.017 eV.